Formula: C4H12N2O
Source: the Open Molecules 2025 dataset
Level of theory: ωB97M-V/def2-TZVPD

The total energy comes out at -9367.85315 eV.

```
! wB97M-V def2-TZVPD RIJCOSX def2/J DEFGRID3
* xyz 0 1
C -1.77 0.81 -0.74
C 1.14 1.47 -0.22
N -1.04 0.62 0.50
C 0.33 0.46 0.55
O 0.75 0.18 1.83
H -1.51 0.08 1.21
H -1.67 -0.04 -1.43
H -2.82 0.93 -0.50
H -1.45 1.72 -1.24
H 2.20 1.23 -0.14
H 0.97 2.46 0.22
H 0.87 1.49 -1.27
C 0.86 -1.27 -0.20
N 0.00 -2.36 0.25
H 0.09 -2.48 1.26
H -0.98 -2.14 0.08
H 1.91 -1.60 -0.16
H 0.66 -1.09 -1.26
H 1.47 -0.45 1.27
*
```

Formula: C21H56N4O6
Source: the Open Molecules 2025 dataset
Level of theory: ωB97M-V/def2-TZVPD

The total energy comes out at -40927.43959 eV.

```
! wB97M-V def2-TZVPD RIJCOSX def2/J DEFGRID3
* xyz 0 1
C 16.21 -7.97 11.79
C 16.39 -6.58 11.22
C 15.80 -5.48 12.07
O 17.80 -6.27 11.11
H 16.56 -8.73 11.09
H 15.13 -8.14 11.89
H 16.61 -8.06 12.80
H 15.99 -6.53 10.20
H 16.13 -4.52 11.69
H 16.08 -5.64 13.11
H 14.71 -5.41 12.01
H 18.13 -6.90 10.45
C 6.90 -10.03 9.36
O 7.66 -8.98 9.92
C 6.98 -8.34 10.95
C 7.69 -7.08 11.38
N 8.90 -7.33 12.13
C 10.07 -7.65 11.32
C 11.22 -8.02 12.20
O 11.88 -6.76 12.55
C 12.77 -6.97 13.59
H 7.41 -10.40 8.48
H 5.93 -9.64 9.03
H 6.78 -10.84 10.09
H 6.87 -8.99 11.83
H 5.95 -8.09 10.65
H 7.01 -6.54 12.05
H 7.83 -6.37 10.55
H 9.15 -6.55 12.72
H 10.41 -6.85 10.65
H 9.83 -8.50 10.68
H 12.00 -8.56 11.65
H 11.00 -8.51 13.14
H 13.24 -6.04 13.93
H 13.65 -7.62 13.39
H 12.28 -7.40 14.48
C 17.61 -2.85 6.42
C 17.98 -3.95 7.36
C 17.80 -3.53 8.81
O 19.02 -2.79 9.11
C 19.46 -2.95 10.44
N 17.15 -5.15 6.98
H 16.56 -2.57 6.60
H 17.63 -3.15 5.37
H 18.18 -1.92 6.57
H 19.00 -4.30 7.17
H 17.72 -4.36 9.52
H 16.97 -2.82 8.92
H 18.74 -2.54 11.16
H 20.38 -2.39 10.56
H 19.66 -4.00 10.67
H 17.43 -5.88 7.64
H 17.49 -5.42 6.07
C 10.75 -4.31 8.71
C 12.21 -4.63 9.01
C 12.73 -5.64 8.00
O 12.10 -6.90 8.17
C 12.74 -7.81 9.02
N 12.96 -3.38 8.99
H 10.41 -3.60 9.47
H 10.15 -5.21 8.87
H 10.63 -3.92 7.71
H 12.28 -5.08 10.01
H 13.82 -5.77 8.05
H 12.48 -5.33 6.98
H 13.79 -7.99 8.71
H 12.26 -8.77 8.85
H 12.70 -7.46 10.05
H 12.82 -2.89 8.12
H 13.95 -3.55 9.08
C 19.46 -9.37 9.36
C 20.03 -8.27 8.48
C 19.58 -8.44 7.04
O 20.01 -7.39 6.19
C 21.40 -7.25 6.06
N 19.63 -6.95 8.95
H 18.38 -9.51 9.30
H 19.69 -9.21 10.42
H 19.98 -10.30 9.13
H 21.12 -8.41 8.46
H 18.49 -8.45 6.99
H 19.98 -9.40 6.69
H 21.95 -7.25 7.00
H 21.59 -6.29 5.58
H 21.80 -8.03 5.39
H 19.96 -6.21 8.34
H 19.90 -6.70 9.90
*
```

Formula: C9H20LuN3O3
Source: the Open Molecules 2025 dataset
Level of theory: ωB97M-V/def2-TZVPD

The total energy comes out at -53876.52704 eV.

```
! wB97M-V def2-TZVPD RIJCOSX def2/J DEFGRID3
* xyz 2 1
Lu 0.87 -0.30 0.29
C 2.06 -0.09 3.17
O 0.86 -0.32 2.44
C 0.42 -1.68 2.57
C -0.80 -1.90 1.67
O -0.38 -2.05 0.31
C -1.48 -2.15 -0.57
H 1.91 -0.29 4.23
H 2.34 0.96 3.05
H 2.87 -0.71 2.78
H 0.15 -1.85 3.61
H 1.23 -2.35 2.27
H -1.49 -1.05 1.75
H -1.31 -2.82 1.98
H -2.10 -3.02 -0.31
H -1.10 -2.28 -1.59
H -2.09 -1.24 -0.54
C -2.49 2.59 0.29
C -0.99 2.51 0.29
N -0.34 3.70 0.29
O -0.38 1.45 0.29
H -2.84 3.63 0.29
H -2.88 2.10 1.19
H -2.88 2.10 -0.60
H -0.81 4.60 0.29
H 0.67 3.69 0.29
N 1.67 -1.11 -2.72
C 1.39 -0.82 -4.06
C 0.42 0.16 -4.06
C 0.15 0.44 -2.72
N 0.87 -0.30 -1.97
H 2.34 -1.80 -2.35
H 1.84 -1.29 -4.92
H -0.03 0.62 -4.93
H -0.57 1.17 -2.34
H 2.88 -0.30 0.29
*
```

Formula: C31H32F6N2O4S6Sc
Source: the Open Molecules 2025 dataset
Level of theory: ωB97M-V/def2-TZVPD

The total energy comes out at -145855.65876 eV.

```
! wB97M-V def2-TZVPD RIJCOSX def2/J DEFGRID3
* xyz -1 1
Sc -1.19 -0.24 0.47
C 4.02 1.86 0.02
C 3.49 2.90 -0.97
S 1.81 3.46 -0.59
C 0.99 3.30 -2.19
C 0.97 1.92 -2.84
S 0.37 0.53 -1.82
C 1.71 -0.65 -2.04
C 3.08 -0.30 -1.47
S 3.05 0.35 0.22
H 5.05 1.61 -0.24
H 4.04 2.29 1.03
H 4.16 3.76 -0.97
H 3.50 2.49 -1.98
H -0.03 3.64 -1.99
H 1.43 4.01 -2.90
H 0.35 1.98 -3.74
H 1.97 1.64 -3.17
H 1.30 -1.52 -1.52
H 1.81 -0.89 -3.10
H 3.67 -1.22 -1.48
H 3.59 0.42 -2.10
F 2.58 0.78 3.48
C 1.36 0.49 3.95
F 1.07 -0.77 3.66
F 1.38 0.63 5.28
S 0.12 1.64 3.20
O 0.03 1.21 1.83
O 0.66 2.94 3.44
N -1.17 1.40 4.06
S -2.44 0.56 3.66
O -3.64 1.29 3.86
O -2.30 -0.21 2.44
C -2.44 -0.73 4.98
F -3.50 -1.52 4.83
F -1.34 -1.47 4.91
F -2.50 -0.16 6.18
S -3.77 2.81 -2.35
C -2.78 3.91 -1.45
C -2.60 5.28 -1.63
C -1.76 5.95 -0.76
C -1.12 5.27 0.27
C -1.29 3.91 0.45
C -2.12 3.21 -0.43
N -2.38 1.85 -0.40
C -3.24 1.51 -1.32
C -3.75 0.14 -1.48
C -4.84 -0.11 -2.31
C -5.35 -1.39 -2.38
C -4.77 -2.39 -1.61
C -3.67 -2.12 -0.81
C -3.10 -0.84 -0.72
H -3.11 5.80 -2.43
H -1.60 7.01 -0.89
H -0.46 5.80 0.94
H -0.77 3.38 1.23
H -5.31 0.69 -2.88
H -6.21 -1.61 -3.01
H -5.18 -3.40 -1.65
H -3.24 -2.93 -0.23
C -0.17 -4.33 1.12
C 0.28 -3.35 0.02
C -0.38 -3.78 -1.29
C -0.18 -1.94 0.35
C 1.81 -3.45 -0.08
C 2.61 -3.00 0.99
C 3.99 -3.08 0.95
C 4.63 -3.60 -0.17
C 3.87 -4.05 -1.23
C 2.48 -3.98 -1.18
H -1.25 -4.30 1.21
H 0.25 -4.05 2.09
H 0.15 -5.36 0.90
H -1.46 -3.67 -1.19
H -0.15 -4.82 -1.54
H -0.07 -3.14 -2.12
H 0.30 -1.57 1.31
H 2.12 -2.56 1.85
H 4.56 -2.70 1.79
H 5.72 -3.65 -0.20
H 4.35 -4.46 -2.11
H 1.92 -4.34 -2.03
*
```

| no. | HOMO-LUMO gap (eV) | largest force on an atom (eV Å⁻¹) |
| --- | --- | --- |
| 1 | 8.54 | 4.26 |
| 2 | 9.35 | 2.00 |
| 3 | 9.73 | 4.37 |
| 4 | 5.14 | 0.32 |